(1)
Density functional theory data (ωB97M-V/def2-TZVPD) for one molecule with the formula C3H9NOS2 in a non-equilibrium geometry.

Values from the calculation:
- net charge = 0
- relative energy (zero: lowest compared OMol25 entry of this formula, charge and spin) (kJ/mol) = 95.5
- lowest unoccupied orbital energy (eV) = 0.5
- energy (eV) = -28464.4494
- orbital gap (Eh) = 0.331
- structure (SMILES) = N[C@@H](CO)CSS

The geometry in XYZ format:
```
16
Properties=species:S:1:pos:R:3:forces:R:3:nbo_charge:R:1
H -1.538905 0.682257 0.320090 0.09 0.44 0.05 0.22
H -0.515617 -1.128580 -1.476068 0.27 -0.41 -0.34 0.15
C 0.506967 0.305556 -0.301393 1.20 0.43 -0.66 -0.09
C -0.578323 0.376683 0.744635 -0.99 -0.62 -0.18 -0.55
H -0.764383 -0.643848 1.106416 0.16 0.07 0.03 0.21
H -1.870893 -0.265587 3.091054 0.11 -0.20 0.17 0.12
N 1.642815 -0.535266 0.102205 -0.29 -0.62 0.10 -0.82
H 0.707980 -0.523570 -3.411414 -0.01 0.00 -0.05 0.47
H 1.467419 -1.483372 -0.224570 0.17 0.06 -0.16 0.35
S -1.699406 1.010335 3.454186 0.01 0.23 -0.35 -0.13
H -0.863922 0.502021 -1.917223 0.20 0.25 -0.34 0.16
C -0.030628 -0.160621 -1.658629 -0.84 0.05 1.44 -0.05
H 1.676740 -0.637592 1.112096 0.07 0.34 0.04 0.36
O 1.021283 -0.175418 -2.572954 0.05 -0.10 -0.28 -0.70
H 0.940911 1.291659 -0.525821 -0.28 0.11 0.35 0.20
S -0.102037 1.385344 2.157390 0.08 -0.03 0.18 0.11
```
Positions in Å, forces in eV/Å.

***

(2)
Density functional theory data (ωB97M-V/def2-TZVPD) for a 2-piece molecular cluster, C32H45N4O2 overall in a non-equilibrium geometry.

Values from the calculation:
- net charge = +1
- relative energy (zero: lowest compared OMol25 entry of this formula, charge and spin) (kJ/mol) = 0.0
- lowest unoccupied orbital energy (eV) = -4.1
- energy (eV) = -43963.9163
- orbital gap (Eh) = 0.273

The geometry in XYZ format:
```
83
Properties=species:S:1:pos:R:3:forces:R:3:lowdin_charge:R:1
H -3.972368 3.970372 6.963682 0.14 0.04 -0.18 0.11
C -4.054951 2.984600 5.017957 -0.13 -0.26 0.03 -0.15
C 0.673395 -4.119625 2.193337 -0.03 -0.20 -0.13 -0.02
C 1.694171 2.666463 0.541319 0.10 0.02 0.00 -0.08
H -5.066104 -0.436000 4.162725 -0.11 0.09 -0.34 0.13
H 0.171922 -5.092274 2.105198 0.11 0.21 0.07 0.10
H 1.218437 -4.000727 -0.475967 -0.29 0.09 0.04 0.07
C 1.149282 -0.866259 9.514672 0.09 -0.11 0.07 -0.11
C -6.241790 -0.624369 2.344406 0.09 -0.01 -0.21 -0.05
H 0.426802 -0.661868 6.854815 0.06 0.01 0.05 0.12
H 2.234202 -0.769193 9.412127 -0.08 -0.01 0.02 0.08
H -0.461322 -4.522959 -0.395947 0.15 0.28 0.14 0.10
H -1.931377 -3.917241 1.303691 0.14 0.31 0.06 0.10
H -3.000810 0.426759 0.451965 -0.36 -0.06 0.14 0.11
C -5.066410 -0.145278 0.279504 0.08 0.02 0.18 -0.06
H 1.804990 0.413263 7.139260 -0.08 -0.03 0.05 0.12
H 1.740779 -4.278806 2.008728 -0.13 0.01 0.06 0.09
H 3.302485 -3.270245 -0.122812 -0.14 0.25 -0.04 0.10
C 2.114251 -0.993602 3.237939 -0.25 -0.92 0.67 -0.16
H -0.149368 -0.325957 4.285655 -0.07 -0.12 -0.25 0.13
H -7.145291 -0.925074 2.873442 0.21 0.03 -0.18 0.11
H -1.246092 4.243308 6.056053 -0.09 -0.06 0.18 0.12
O -1.728150 -0.001744 6.088399 0.18 0.54 -0.34 0.05
C -1.414538 0.015060 2.569250 -1.19 0.66 -0.54 -0.06
H 2.125234 -1.633085 4.139476 0.05 0.39 -0.12 0.17
C 3.021658 -1.631048 2.204805 0.35 -0.26 -0.74 -0.42
C -1.183163 1.095691 6.006005 0.12 -0.43 0.59 -0.47
H 0.694371 2.128959 2.384920 0.17 -0.03 -0.19 0.10
N 2.255602 -1.892942 1.093360 0.48 0.30 1.02 -0.02
H -1.007847 2.564709 4.498572 -0.05 0.00 0.43 0.15
H -0.090555 -2.886848 -0.969775 0.08 -0.20 0.10 0.10
C 2.867073 2.568683 -0.214070 0.00 -0.20 0.14 -0.08
C -3.400430 3.945809 6.031377 -0.35 0.30 -0.33 -0.15
N -3.013424 1.999578 4.554657 -0.18 2.54 -0.51 -0.03
C 2.923769 -2.238021 -0.138349 0.29 -0.11 -0.44 -0.02
C -6.233907 -0.551848 0.939898 0.42 0.00 0.53 -0.05
C 2.522694 0.448667 3.525719 0.44 -0.06 0.03 -0.07
H -2.768691 0.053506 4.262850 0.17 -0.75 -0.53 0.09
H 1.800065 0.903606 4.209052 0.06 -0.01 0.00 0.10
H 0.909844 -0.860524 10.580359 0.06 -0.03 -0.10 0.08
O 4.227306 -1.810448 2.307166 -1.31 0.22 -0.05 0.10
H 2.946994 3.065695 -1.183406 -0.06 -0.14 0.34 0.11
H -5.052974 -0.070833 -0.804461 -0.03 -0.04 0.17 0.11
C 0.818443 -1.757873 1.292050 0.21 0.44 -0.77 -0.16
H 3.783762 -1.571787 -0.274987 -0.18 -0.12 0.09 0.10
H -4.443768 3.532773 4.149441 0.01 -0.22 0.25 0.12
H -4.891330 2.452800 5.482617 0.15 -0.02 -0.13 0.11
H 0.406362 -1.072409 0.528232 0.05 -0.21 0.14 0.17
C 0.069509 -3.140409 1.186877 0.22 0.45 0.53 -0.53
C 3.839502 1.180396 1.511471 0.04 -0.07 -0.17 -0.04
H -0.659289 0.137132 8.922140 0.08 0.07 -0.01 0.11
H 0.859002 -1.841671 9.112570 0.03 0.08 0.04 0.08
H 4.875330 1.747230 -0.286620 -0.29 0.09 0.16 0.11
H -3.385941 4.961625 5.621500 -0.08 -0.17 0.15 0.11
H -1.862511 -2.217321 0.795852 0.01 -0.11 0.13 0.09
C 3.946672 1.826845 0.281450 -0.22 0.12 0.05 -0.06
H 0.535404 -3.761855 3.218949 0.04 -0.06 -0.06 0.09
C 0.422458 0.258016 8.797814 -0.24 0.11 -0.03 -0.25
C -3.894647 0.036094 2.409782 -0.77 0.21 -0.69 -0.21
C -2.678205 0.147415 3.180985 1.52 -2.14 -0.26 -0.02
C -3.905538 0.145284 0.994386 -0.42 -0.15 0.39 -0.02
H -1.344501 0.227997 1.493138 0.04 -0.60 0.45 0.11
H -7.114762 -0.852636 0.369557 0.25 0.24 0.19 0.12
H 4.679003 0.599130 1.900112 -0.26 0.19 -0.16 0.12
C -1.754848 2.291939 5.265775 0.29 -0.08 -0.55 -0.24
C -1.974504 3.453110 6.255340 0.08 0.14 0.11 -0.12
C -5.090925 -0.336098 3.074370 0.43 0.16 -0.35 0.00
H 0.695973 1.223188 9.235829 -0.03 -0.02 0.01 0.11
N 0.790874 -1.065150 2.608592 -1.96 0.48 0.69 0.05
H 2.241881 -2.110882 -0.979838 0.12 0.00 0.12 0.09
N 0.036993 1.335670 6.571402 -0.19 -0.18 -0.09 0.07
C 0.730193 0.283574 7.308681 0.18 0.01 -0.09 -0.21
H 3.490255 0.390875 4.034923 -0.12 0.10 0.01 0.14
H 0.339231 2.291197 6.715262 -0.08 -0.20 -0.19 0.15
H -1.852309 3.127080 7.294150 0.10 -0.01 -0.23 0.12
C -1.413528 -2.959636 1.469228 -0.37 -0.09 0.09 -0.05
H -2.858132 2.245703 3.549973 -0.08 -0.16 1.33 0.12
C 0.203975 -3.659651 -0.244155 0.11 -0.22 -0.29 -0.05
H -1.599675 -2.658432 2.504089 -0.04 -0.06 -0.14 0.08
H 0.847820 3.245718 0.168103 0.28 -0.09 0.10 0.10
C 2.651364 1.236482 2.246204 0.10 0.48 0.06 -0.22
C 1.598252 2.025436 1.779970 0.10 -0.14 -0.33 -0.05
C -0.275898 -0.462270 3.207227 1.75 -0.56 -0.44 0.00
```
Positions in Å, forces in eV/Å.

***

(3)
Density functional theory data (ωB97M-V/def2-TZVPD) for a 9-piece molecular cluster, C32H64NO18S6 overall in a non-equilibrium geometry.

Values from the calculation:
- net charge = +1
- relative energy (zero: lowest compared OMol25 entry of this formula, charge and spin) (kJ/mol) = 271.9
- lowest unoccupied orbital energy (eV) = -1.8
- energy (eV) = -137558.9115
- orbital gap (Eh) = 0.346

The geometry in XYZ format:
```
121
Properties=species:S:1:pos:R:3:forces:R:3:lowdin_charge:R:1
H -1.873587 1.319397 -5.017231 -0.93 0.94 0.53 0.06
H -5.190587 -5.526603 2.414769 -0.64 1.65 -0.41 0.12
C -2.996587 2.729397 3.066769 1.37 1.61 2.14 -0.20
H -1.188587 1.181397 3.910769 0.69 -1.42 0.55 0.10
H -0.072587 -1.410603 -0.743231 -0.19 0.35 0.29 0.14
H 0.777413 4.317397 4.826769 -3.10 0.75 0.49 0.12
C -3.258587 3.456397 -0.934231 4.59 -1.61 1.15 -0.18
O 1.114413 3.490397 1.803769 -0.64 -2.82 -0.45 0.07
O -0.192587 -0.809603 -3.267231 -1.24 0.16 -0.98 -0.36
H 0.581413 -0.104603 -0.062231 2.42 1.34 0.97 0.06
H 1.013413 -7.396603 2.486769 -0.62 -0.24 0.22 0.12
C 5.269413 2.066397 -2.093231 3.44 -1.49 -1.31 -0.26
H 6.961413 -1.002603 1.218769 1.80 0.62 0.69 0.07
H -0.600587 -1.020603 0.719769 -0.54 -1.42 3.70 0.06
H 4.549413 0.085397 -2.438231 -0.23 -0.61 -0.01 0.10
S -0.803587 -0.658603 -4.593231 4.04 0.49 -0.75 0.71
H -1.781587 5.377397 -2.029231 -0.18 0.95 -1.19 0.12
H -1.351587 3.467397 0.115769 -0.33 0.78 0.73 0.11
C -5.857587 -5.087603 1.596769 0.75 -3.65 1.10 -0.04
C -0.577587 1.050397 -6.703231 0.51 1.24 -0.65 -0.21
H 6.700413 -3.369603 0.085769 2.86 -1.68 -2.56 0.05
S -0.062587 -4.286603 1.378769 1.09 3.06 2.90 0.60
H -0.705587 -6.328603 3.462769 -1.83 -0.27 -1.30 0.16
H 2.741413 3.807397 -1.629231 1.44 -0.87 -1.57 0.14
H -0.311587 2.141397 -7.089231 -0.18 -2.27 0.88 0.14
H 5.045413 3.260397 -3.955231 -0.45 0.47 1.74 0.14
C -3.070587 0.085397 3.410769 -0.39 -1.78 2.58 -0.19
H -6.403587 -3.524603 0.246769 1.93 -0.28 0.64 0.20
C 4.789413 3.324397 -2.844231 -0.95 2.35 2.51 -0.17
H -2.029587 -5.037603 0.738769 0.81 -1.25 2.30 0.17
C 3.227413 3.345397 -2.585231 0.69 -0.57 1.26 -0.23
H -1.252587 3.619397 -3.747231 -0.30 -0.57 2.94 0.17
H -3.619587 2.068397 4.978769 -2.39 0.49 1.27 0.08
O -2.010587 -1.299603 -5.007231 -0.80 0.00 0.37 -0.30
C 1.377413 3.941397 4.062769 -3.13 2.00 -2.84 -0.17
C 0.391413 -6.775603 1.839769 1.71 2.08 1.33 -0.20
S 2.798413 1.621397 -2.704231 2.34 0.21 -0.84 0.58
H -2.148587 3.047397 5.175769 -0.24 -0.79 -0.47 0.14
H -2.450587 -0.772603 2.998769 -1.02 0.99 0.45 0.11
H 0.611413 6.101397 1.288769 0.33 0.34 -0.64 0.07
H -0.295587 2.719397 -2.430231 -2.15 0.71 0.03 0.12
C -1.013587 -6.440603 2.352769 1.65 -0.84 1.07 -0.18
H -5.031587 -2.798603 2.918769 -0.44 -0.11 0.67 0.14
O 3.159413 -2.754603 2.458769 0.02 0.77 -0.70 -0.32
H -0.968587 -0.070603 -0.425231 -0.61 0.49 -0.68 0.08
C -2.108587 0.948397 4.445769 -0.68 -0.99 -1.43 -0.19
O 0.008413 -3.185603 2.331769 0.00 0.27 -0.56 -0.34
C 1.051413 2.319397 2.522769 0.86 2.42 3.22 -0.45
O -2.673587 -2.399603 -0.095231 -3.88 -1.82 1.38 0.08
H 5.113413 4.330397 -2.252231 -0.02 -2.35 -2.02 0.16
H -1.712587 -7.204603 2.042769 -0.12 -0.56 0.92 0.12
H 2.147413 4.102397 4.599769 6.89 1.60 2.62 0.07
S -2.694587 2.469397 -2.269231 -2.12 -2.96 -1.53 0.69
H 2.423413 4.808397 2.475769 0.70 0.98 -0.61 0.14
H -2.071587 -4.760603 2.379769 -8.29 6.73 9.05 -0.03
C 0.513413 -1.170603 -5.842231 0.13 5.78 1.64 -0.18
H -1.542587 0.857397 -7.254231 1.16 -0.46 0.53 0.12
H 0.247413 6.637397 2.910769 1.12 -0.56 0.12 0.10
C 0.352413 5.743397 2.263769 3.71 0.62 0.90 0.02
C 1.216413 -5.403603 1.751769 -0.85 -2.07 2.27 -0.21
H 1.464413 -1.274603 -5.339231 -0.04 -0.06 0.26 0.08
H -6.250587 -1.774603 1.860769 0.17 -1.48 0.99 0.17
H -2.243587 3.333397 2.489769 -0.51 -0.62 0.92 0.11
S -3.316587 1.277397 2.185769 2.36 0.09 0.52 0.59
C -1.282587 3.341397 -2.561231 4.84 0.91 -3.69 -0.28
O -4.421587 -1.920603 1.196769 -0.82 2.86 1.06 0.04
O -3.626587 2.675397 -3.381231 0.80 -0.53 0.84 -0.32
C -5.484587 -2.593603 1.964769 0.66 2.74 -1.74 -0.02
O 1.308413 2.619397 3.926769 -1.40 -3.61 -3.60 0.06
O 1.623413 1.373397 -1.998231 -3.14 -0.63 2.14 -0.30
H -3.904587 4.192397 -1.031231 -3.37 3.17 -2.07 0.06
C -3.766587 -2.752603 0.452769 6.81 4.15 -1.17 -0.60
H 4.497413 0.043397 1.363769 0.20 0.44 0.29 0.08
H -4.240587 -0.323603 3.751769 3.74 1.36 -0.51 0.18
C -1.953587 4.228397 -0.413231 -0.41 -5.13 -0.43 -0.17
H 6.149413 -3.378603 1.811769 0.26 -0.35 -0.85 0.12
C 6.084413 -1.419603 0.859769 -2.67 -0.52 -3.78 -0.19
O -4.244587 -3.906603 0.625769 -0.89 -3.27 -2.10 0.11
N -0.218587 -0.641603 -0.061231 -1.37 -0.90 -4.61 0.36
C 0.593413 -0.010603 -6.948231 1.26 -0.45 0.90 -0.17
O 2.594413 -1.387603 0.439769 -1.77 1.26 -1.40 -0.31
H 3.929413 0.778397 -0.832231 0.66 0.14 -1.57 0.11
C -0.847587 1.107397 -5.171231 0.93 -0.64 -0.95 -0.23
H 1.353413 -5.213603 2.880769 1.00 0.22 -1.97 0.13
H -3.879587 3.276397 3.257769 -1.11 0.81 -0.89 0.08
H -0.626587 5.508397 2.195769 -3.14 -2.04 -0.16 0.01
C 4.246413 0.974397 -1.920231 -1.27 0.24 1.87 -0.25
H -3.747587 2.756397 -0.354231 -0.56 -1.44 2.12 0.06
H 0.470413 -7.181603 0.919769 -0.40 -1.58 -3.19 0.07
C 4.868413 -0.931603 1.635769 0.30 -1.33 1.40 -0.25
H -5.589587 -5.894603 0.880769 -0.51 0.85 -0.39 0.10
C -2.691587 2.274397 4.583769 0.44 2.43 -3.04 -0.21
H 4.521413 -2.882603 -0.700231 -0.16 1.17 -2.55 0.06
C 4.495413 -3.257603 0.252769 4.15 5.55 2.58 -0.14
H 5.847413 -0.917603 -0.230231 1.14 -1.52 2.17 0.15
S 3.541413 -2.043603 1.248769 1.50 -3.75 1.57 0.65
H 2.757413 3.713397 -3.430231 -1.20 1.24 -1.59 0.06
C 1.396413 4.573397 2.616769 -1.89 1.74 2.36 -0.23
O 0.014413 -4.023603 -0.000231 -0.17 0.50 -2.67 -0.29
H 0.617413 -0.421603 -8.034231 0.02 0.74 2.02 0.13
O 2.882413 1.192397 -4.063231 0.00 0.14 -1.28 -0.29
O -4.697587 1.309397 1.915769 -2.29 -0.25 -2.03 -0.29
H 6.098413 1.627397 -2.740231 -1.03 0.42 0.41 0.13
H 4.258413 -4.193603 0.162769 -2.08 -5.33 0.47 0.03
O -2.323587 1.065397 -1.899231 -0.92 2.98 -0.20 -0.32
H 0.215413 -1.986603 -6.260231 -1.93 -5.32 -2.21 0.01
C -5.595587 -3.749603 1.049769 -2.17 -1.67 -0.15 -0.33
O -2.165587 1.161397 1.301769 -0.96 -0.18 -0.75 -0.32
H 1.660413 0.310397 -6.580231 -2.05 0.68 -1.65 0.12
C 6.052413 -3.040603 0.759769 -5.52 3.99 3.35 -0.09
H -2.159587 0.677397 5.467769 1.17 -1.85 0.73 0.11
H 2.070413 -5.437603 1.003769 -1.11 0.39 1.39 0.13
H -2.377587 5.017397 0.078769 -0.13 2.12 1.88 0.09
C -1.509587 -5.127603 1.821769 7.16 -6.21 -11.88 -0.22
H -6.857587 -5.313603 1.884769 -0.91 0.22 0.26 0.08
H -0.094587 1.805397 -4.731231 -0.76 -1.02 0.28 0.10
H 5.864413 2.077397 -1.181231 -0.41 1.29 0.37 0.11
O 0.860413 1.222397 2.201769 -0.33 -1.43 -1.53 0.20
H 4.981413 -1.132603 2.730769 -0.03 0.77 -0.74 0.12
C -1.222587 4.556397 -1.657231 -1.87 -0.25 -0.93 -0.22
H -0.236587 4.824397 -1.534231 2.17 0.84 0.51 0.09
```
Positions in Å, forces in eV/Å.

***

(4)
Density functional theory data (ωB97M-V/def2-TZVPD) for a 2-piece molecular cluster, H4O2 overall in a non-equilibrium geometry.

Values from the calculation:
- net charge = 0
- relative energy (zero: lowest compared OMol25 entry of this formula, charge and spin) (kJ/mol) = 26.0
- lowest unoccupied orbital energy (eV) = 0.7
- energy (eV) = -4159.6693
- orbital gap (Eh) = 0.430
- structure (SMILES) = O.O

The geometry in XYZ format:
```
6
Properties=species:S:1:pos:R:3:forces:R:3:nbo_charge:R:1
H 1.510146 0.878721 -0.030648 0.49 1.58 0.04 0.46
H 2.167202 -0.445759 0.375219 -1.23 0.59 -0.60 0.48
H -0.685632 0.323653 -0.249332 1.31 0.32 -0.26 0.47
O -1.482603 -0.117940 -0.029537 -1.38 -0.56 0.24 -0.93
H -2.006259 0.532430 0.439714 -0.18 0.07 0.08 0.46
O 1.359421 -0.043190 -0.037332 1.00 -1.99 0.50 -0.95
```
Positions in Å, forces in eV/Å.

***

net charge of number 4 (H4O2)? 0